(1)
DFT (wB97M-V/def2-TZVPD) results for C27H34N7O2PS6Ti as an isolated structure.

For the LUMO energy (spin up / spin down), the calculation gives -0.5 / -0.5 eV. As for the HOMO-LUMO gap (spin up / spin down): 5.7 / 5.7 eV.

Positions of all 78 atoms, in Å:
Ti  0.4567  0.8094  -0.1062
C  -1.6848  0.4019  -3.8566
C  -0.8807  0.1504  -2.6256
N  -0.6316  1.1483  -1.7185
N  -1.2073  2.3682  -2.0209
C  -0.9485  3.4038  -1.2202
N  -1.7750  4.4677  -1.3052
S  0.3457  3.3374  -0.1499
C  -0.3208  -1.0455  -2.2306
C  -0.4016  -2.2919  -2.9205
C  0.2483  -3.3854  -2.4496
C  1.0123  -3.2779  -1.2529
C  1.0395  -2.0872  -0.5987
N  0.3811  -0.9719  -1.0281
H  -1.2482  1.1984  -4.4643
H  -1.7307  -0.4887  -4.4793
H  -2.7192  0.6812  -3.6246
H  -2.1176  2.3252  -2.4543
H  -2.7510  4.2445  -1.4649
H  -1.6426  5.1520  -0.5776
H  -0.9704  -2.3353  -3.8398
H  0.2059  -4.3266  -2.9824
H  1.5723  -4.1179  -0.8673
H  1.6009  -1.9587  0.3186
S  -2.8160  6.0897  3.6898
C  -2.7161  4.6468  2.9040
S  -3.7052  4.1938  1.5625
C  -2.9906  2.6237  1.1533
C  -1.9424  2.2901  1.9491
S  -0.7424  0.9832  2.0136
S  -1.4981  3.4647  3.1895
S  -3.8278  1.9529  -0.2225
C  -4.1055  -3.8979  -0.3106
N  -3.0960  -3.6820  0.8206
C  -3.8812  -3.2847  2.0761
N  -4.6793  -2.1398  1.8366
C  -5.5947  -2.3853  0.7281
N  -4.9081  -2.7474  -0.5144
C  -4.1231  -1.6132  -1.0447
P  -2.8348  -0.9392  0.1062
C  -2.0882  -2.6181  0.4545
C  -3.8739  -0.9167  1.6373
H  -4.7130  -4.7513  -0.0036
H  -3.5245  -4.1439  -1.1993
H  -2.6138  -4.5625  0.9976
H  -3.1460  -3.1069  2.8601
H  -4.4983  -4.1510  2.3237
H  -6.1800  -1.4848  0.5521
H  -6.2699  -3.1997  1.0031
H  -4.8084  -0.8069  -1.3101
H  -3.6213  -1.9318  -1.9634
H  -1.3937  -2.5411  1.2939
H  -1.5377  -2.9786  -0.4152
H  -4.5285  -0.0464  1.5902
H  -3.2079  -0.7806  2.4926
C  8.4700  1.8496  1.4209
C  7.0265  1.5463  1.1296
C  6.0265  1.9554  2.0031
C  4.6838  1.7128  1.7451
C  3.6337  2.1845  2.7151
C  4.3503  1.0583  0.5535
C  5.3315  0.6391  -0.3490
C  4.9794  -0.0709  -1.6292
C  6.6626  0.8784  -0.0323
C  2.9195  0.8330  0.2270
O  2.4221  1.1981  -0.8670
O  2.1241  0.2836  1.0633
H  8.6746  1.8232  2.4913
H  8.7351  2.8464  1.0613
H  9.1317  1.1361  0.9299
H  6.2971  2.4765  2.9152
H  4.0957  2.7258  3.5396
H  3.0539  1.3557  3.1162
H  2.9219  2.8603  2.2342
H  4.2533  -0.8691  -1.4637
H  5.8711  -0.5132  -2.0724
H  4.5342  0.6157  -2.3489
H  7.4348  0.5381  -0.7141

Cartesian forces, eV/Å:
0.60 0.93 0.24
-0.02 -0.10 -0.08
0.14 -0.33 0.10
-0.25 -0.08 0.10
0.15 0.12 0.14
-0.28 -0.14 -0.05
0.12 0.02 -0.07
0.31 -0.03 0.06
-0.34 0.44 -0.31
0.02 -0.27 -0.09
-0.21 0.08 -0.27
0.12 0.13 0.36
0.15 -0.34 0.13
0.04 0.15 0.10
-0.01 0.03 0.02
0.01 0.00 0.02
0.00 0.01 0.00
-0.18 0.02 0.05
-0.07 -0.04 -0.03
0.02 0.05 0.00
0.02 -0.06 0.00
-0.01 0.02 -0.04
0.01 0.02 0.02
0.04 -0.04 -0.01
-0.11 -0.10 0.09
0.34 0.20 -0.32
-0.11 -0.15 0.18
0.00 0.22 0.12
0.10 0.09 0.04
-0.22 -0.23 -0.44
-0.18 -0.06 0.07
-0.06 -0.25 -0.06
0.08 0.01 0.06
-0.02 0.02 0.01
0.04 -0.02 -0.07
0.06 0.00 0.02
-0.05 0.03 -0.05
0.03 0.02 0.06
-0.12 -0.01 -0.02
0.49 0.21 -0.32
-0.16 -0.20 0.16
-0.03 -0.07 0.08
-0.03 0.00 -0.02
-0.02 0.00 -0.02
0.00 -0.02 0.01
-0.01 0.03 0.01
-0.02 0.01 0.02
0.00 0.00 0.00
0.01 -0.01 0.00
-0.01 0.01 0.03
-0.02 -0.01 0.00
0.02 0.05 -0.03
-0.01 0.01 -0.03
-0.03 -0.04 -0.01
-0.02 0.02 0.02
0.05 -0.02 0.02
0.00 0.01 -0.01
-0.02 0.00 0.03
0.01 -0.03 -0.02
-0.01 0.08 0.02
-0.05 -0.03 -0.01
0.00 0.01 0.01
0.01 -0.05 -0.02
0.00 0.00 -0.01
-0.03 -0.16 0.10
-0.08 0.07 -0.29
-0.17 -0.21 0.23
-0.02 0.00 0.00
-0.01 0.00 0.00
-0.01 0.00 -0.01
0.00 0.00 -0.01
0.01 -0.01 -0.01
0.01 -0.02 0.01
0.00 -0.02 -0.01
-0.01 0.01 0.01
0.00 0.02 0.00
0.00 0.01 0.01
-0.01 0.01 0.00

Results of the Löwdin charge analysis, in e, for atoms 1 through 5:
1. Ti 0.7384
2. C -0.0267
3. C -0.3036
4. N -0.1170
5. N -0.0169

=====

(2)
DFT (wB97M-V/def2-TZVPD) results for a 2-piece molecular cluster, C27H34NO6S overall.

Its total charge is -1. For the LUMO energy, the calculation gives -1.3 eV. As for the HOMO-LUMO gap: 1.1 eV.

Positions of all 69 atoms, in Å:
C  -0.9497  0.7706  4.4754
O  -2.1358  -0.0718  4.3861
C  -2.2240  -0.7348  3.1026
C  -1.7084  -2.2535  3.0934
C  -1.3181  -2.8215  1.6312
C  -2.2803  -2.3296  0.4451
C  -1.8042  -2.7507  -1.0357
C  -0.2283  -2.7017  -1.2787
C  0.6603  -3.9859  -1.0152
C  2.2156  -3.8953  -1.2540
C  3.1486  -5.1376  -0.9604
C  4.6934  -4.8797  -0.7993
C  5.6965  -6.0509  -0.4706
C  5.1159  -7.4891  -0.2932
C  3.5841  -7.7464  -0.4750
C  2.5634  -6.6013  -0.8062
N  2.8501  -2.6641  -1.7525
C  2.0975  -1.4264  -2.0225
C  0.5652  -1.4272  -1.7817
C  -0.1872  -0.0127  -2.0529
C  0.3571  1.0398  -0.9245
C  0.5323  0.2837  0.4831
O  -0.5608  2.1509  -0.9108
C  -0.1417  3.2055  -0.0052
C  -0.3797  4.6849  -0.5503
C  -0.6556  5.7893  0.5450
C  -0.8685  7.2906  0.2215
C  -0.8097  7.7536  -1.2603
C  -0.5529  6.6668  -2.3660
C  -0.3352  5.1398  -2.0325
H  -0.0562  0.3572  3.8921
H  -1.2367  1.8067  4.0533
H  -0.6726  0.9140  5.5913
H  -1.5993  -0.1146  2.3541
H  -3.3165  -0.6721  2.7269
H  -0.7281  -2.2919  3.7154
H  -2.4219  -2.9889  3.6377
H  -1.3202  -3.9811  1.6429
H  -0.2168  -2.5235  1.4519
H  -3.3325  -2.7598  0.6804
H  -2.4391  -1.1799  0.4197
H  -2.4107  -2.1270  -1.7775
H  -2.1224  -3.8535  -1.2001
H  0.2253  -4.9681  -0.6202
H  5.1579  -3.8437  -0.8853
H  6.8180  -5.8512  -0.3560
H  5.8434  -8.3252  -0.0291
H  3.2139  -8.8193  -0.3195
H  1.4301  -6.7908  -0.9100
H  3.8677  -2.6023  -1.9306
H  2.6740  -0.5054  -2.3962
H  -1.3211  -0.1773  -1.9820
H  0.0315  0.3697  -3.1250
H  1.3975  1.3610  -1.2839
H  -0.2860  -0.5161  0.6651
H  0.5174  0.9637  1.4020
H  1.5838  -0.2052  0.4684
H  0.9470  3.0061  0.3184
H  -0.7912  3.0901  0.9510
H  -0.7023  5.4667  1.6373
H  -1.0280  8.0051  1.1066
H  -0.9438  8.8675  -1.4741
H  -0.5024  7.0792  -3.4434
H  -0.1459  4.3862  -2.8642
O  -6.0674  8.0464  -1.4964
S  -4.6113  7.9262  -1.2901
O  -4.3422  7.4291  0.0738
O  -3.9783  9.2484  -1.4645
O  -4.0544  6.9781  -2.2762

Cartesian forces, eV/Å:
-0.27 0.87 0.36
1.19 -0.42 -0.76
-0.16 0.15 -1.14
0.66 -0.40 0.58
0.26 0.11 0.00
-0.33 0.48 0.37
0.24 -0.98 0.22
3.37 -1.02 -0.28
1.98 3.97 -1.39
-1.76 -0.95 0.44
1.10 -0.68 0.34
-0.36 -3.74 0.53
-4.47 -0.64 -0.46
-1.85 3.23 -0.90
0.78 3.14 -0.18
4.22 0.46 0.64
-2.41 0.80 0.27
-3.91 -2.33 1.25
2.36 -0.77 -0.58
0.61 -0.76 0.46
-0.43 -0.85 -0.42
0.32 -0.23 0.24
1.36 -0.35 0.22
-0.43 0.66 0.95
-0.52 3.68 -0.63
0.16 0.87 -3.11
0.94 -2.93 -2.61
0.63 -4.02 1.33
-0.01 -0.20 3.18
-0.54 2.69 2.89
-1.21 0.40 0.85
0.66 -1.48 0.54
-0.50 -0.42 -1.90
-0.94 -1.07 0.97
1.68 -0.14 0.79
-1.60 0.14 -0.93
0.89 1.48 -0.96
-0.06 1.84 0.06
-1.79 -0.38 0.00
1.67 0.60 -0.69
0.51 -1.85 0.32
1.15 -0.82 0.87
0.61 1.73 0.19
0.74 1.77 -0.68
-0.92 -1.55 0.15
-1.97 -0.29 -0.18
-1.35 1.19 -0.46
0.50 1.88 -0.34
2.26 0.23 0.14
-1.23 -0.54 0.28
-1.03 -1.77 0.69
1.73 0.41 0.13
-0.26 -0.61 1.88
-1.29 -0.12 0.56
1.49 1.33 -0.51
-0.03 -0.60 -1.48
-1.91 0.54 0.15
-1.44 0.57 -0.65
1.10 0.34 -1.42
0.02 0.43 -1.68
0.11 -1.17 -1.77
0.04 -2.00 0.04
-0.17 -1.11 1.92
-0.36 1.21 1.28
-0.21 -0.24 0.00
0.09 0.18 0.10
-0.07 0.03 0.29
0.36 0.11 -0.03
0.01 -0.08 -0.35

Results of the Löwdin charge analysis, in e, for atoms 1 through 5:
1. C -0.1146
2. O -0.2332
3. C -0.2369
4. C -0.1658
5. C -0.2200

=====

(3)
DFT (wB97M-V/def2-TZVPD) results for a 8-piece molecular cluster, C27H35Cl14FNO6P overall.

For the LUMO energy, the calculation gives -1.8 eV. As for the SMILES: CCCOc1cc2c(c(P(=O)(O)O)c1)C(=O)c1c(N)cc(CCCF)cc1C2=O.ClCCl.ClCCl.ClCCl.ClCCl.ClCCl.ClCCl.ClCCl. As for the HOMO-LUMO gap: 6.6 eV.

Positions of all 85 atoms, in Å:
C  2.7769  -2.3649  3.0950
C  3.7710  -1.6242  2.0065
C  3.3097  -2.0030  0.4442
O  2.8220  -0.8222  -0.2859
C  1.5110  -0.3636  0.2009
C  0.0534  -1.0101  -0.2994
C  -1.4144  -0.4347  0.2356
C  -1.5122  0.8083  1.3228
C  -0.0969  1.4568  1.8382
P  -0.0766  2.9388  3.0931
O  -0.7974  2.5800  4.4602
O  -0.8696  4.2998  2.2739
O  1.6020  3.4677  3.3253
C  1.3655  0.8832  1.3052
C  -3.0218  1.2689  1.8101
O  -3.3845  2.5536  2.0567
C  -4.1349  0.0276  1.9411
C  -5.2815  -0.0304  3.1300
N  -5.4485  1.0505  4.1782
C  -6.3144  -1.3025  3.1808
C  -6.2706  -2.5521  2.0807
C  -7.4101  -3.7169  2.2665
C  -7.5437  -4.7659  1.0137
C  -7.7821  -4.0719  -0.4530
F  -8.2215  -2.6579  -0.4157
C  -5.1041  -2.4975  0.9297
C  -4.0484  -1.2259  0.8383
C  -2.8567  -1.0833  -0.3041
O  -2.9649  -1.4815  -1.5815
H  3.3998  -2.6657  4.0415
H  2.2397  -3.3115  2.6440
H  1.9565  -1.5707  3.4358
H  3.6884  -0.4456  2.1268
H  4.8954  -1.9297  2.2083
H  4.2976  -2.4393  -0.0565
H  2.5176  -2.8633  0.4017
H  0.0029  -1.9120  -1.0788
H  -1.0913  3.9989  1.3246
H  1.6194  4.4695  3.1281
H  2.4022  1.3570  1.6508
H  -5.6716  0.6273  5.1282
H  -4.5106  1.5009  4.2645
H  -7.1231  -1.3308  4.0442
H  -8.4369  -3.2299  2.5774
H  -7.0678  -4.3666  3.2073
H  -6.6571  -5.5640  0.9723
H  -8.5183  -5.4197  1.2321
H  -6.7552  -4.1918  -1.0470
H  -8.5924  -4.6673  -1.0646
H  -5.0172  -3.3489  0.1294
Cl  2.4979  6.9592  2.1880
C  4.1721  6.4074  2.0553
Cl  4.9775  7.1475  0.6666
H  4.7101  6.6811  2.9661
H  4.1802  5.3215  1.9342
Cl  -9.3224  -6.4146  4.4663
C  -9.8155  -7.5705  3.2229
Cl  -8.6509  -7.6103  1.8937
H  -9.8810  -8.5660  3.6686
H  -10.7924  -7.2765  2.8313
Cl  5.6543  -1.8885  -2.5682
C  4.1712  -1.7990  -3.5261
Cl  4.5246  -1.8917  -5.2557
H  3.5193  -2.6316  -3.2511
H  3.6686  -0.8518  -3.3160
Cl  -0.0085  -0.3159  -2.7130
C  0.6410  -0.0317  -4.3324
Cl  2.1873  0.8217  -4.2568
H  0.7892  -0.9932  -4.8300
H  -0.0711  0.5718  -4.9004
Cl  7.9798  -0.4592  -7.1138
C  7.0607  -1.0002  -8.5237
Cl  5.4256  -1.4923  -8.0665
H  6.9975  -0.1803  -9.2432
H  7.5744  -1.8510  -8.9781
Cl  8.4349  9.2065  2.2307
C  7.7630  10.1310  0.8820
Cl  9.0390  10.9536  -0.0235
H  7.2341  9.4490  0.2118
H  7.0671  10.8769  1.2737
Cl  5.9979  4.1105  -6.2841
C  7.6721  3.5587  -6.4168
Cl  8.4775  4.2988  -7.8055
H  8.2101  3.8324  -5.5060
H  7.6803  2.4728  -6.5379

Cartesian forces, eV/Å:
0.03 0.86 0.26
-0.69 -0.11 -0.14
1.48 -1.21 1.29
-3.09 0.23 1.59
-3.77 1.41 1.86
-0.37 1.76 2.64
2.31 1.41 1.48
2.91 -1.55 -1.35
0.63 -2.49 -2.67
-1.93 0.70 2.93
2.87 1.29 -5.19
1.81 -3.48 -0.35
-3.52 0.80 -1.33
-2.07 -1.76 -1.82
-2.12 3.94 0.86
2.67 -8.17 -1.42
-1.13 -2.27 -0.08
-0.35 -2.31 -1.50
1.64 -2.78 -1.15
2.45 -0.22 -2.84
2.37 3.75 0.45
1.24 -0.31 0.42
-1.56 0.03 0.21
0.73 -0.73 -0.57
1.03 -2.94 0.17
-0.14 2.85 1.99
-2.07 0.29 2.51
0.06 -1.62 -4.10
0.56 2.21 8.00
-1.33 0.48 -1.81
1.18 1.93 0.93
1.65 -1.92 -0.74
0.26 -2.59 -0.25
-2.38 0.58 -0.63
-2.34 1.42 0.48
1.29 1.73 0.27
0.20 2.08 2.39
0.39 0.58 2.10
-0.16 -2.03 0.31
-2.76 -0.92 -0.66
0.29 0.48 -1.82
-1.09 -0.12 -0.11
1.88 0.11 -2.04
2.14 -0.86 -0.97
-0.73 1.40 -1.99
-1.76 2.06 0.02
2.36 1.85 -0.44
-2.33 0.91 1.09
1.50 1.37 1.33
-0.15 1.95 1.77
-0.09 -0.14 0.11
0.26 -0.23 0.24
0.06 -0.06 0.03
-0.17 0.05 -0.28
-0.06 0.31 -0.09
-0.08 -0.01 0.03
-0.35 -0.24 0.07
-0.20 -0.75 0.15
0.14 0.29 -0.10
0.33 0.02 0.07
0.05 -0.02 0.09
-0.44 -0.01 0.16
-0.14 0.01 0.44
0.26 0.13 -0.06
0.33 -0.35 -0.05
0.08 0.54 -1.52
-0.31 -0.07 -0.44
-0.14 0.28 -0.19
0.05 0.23 0.19
0.24 -0.07 0.19
0.10 0.03 -0.03
0.07 -0.02 -0.39
0.12 0.04 -0.57
-0.04 -0.16 0.29
-0.15 0.18 0.25
-0.12 -0.04 0.03
-0.36 0.02 -0.10
-0.09 0.03 -0.06
0.25 0.12 0.18
0.29 -0.17 -0.05
0.00 -0.07 0.09
0.14 -0.27 0.25
0.10 -0.06 0.02
-0.18 0.05 -0.28
-0.07 0.30 -0.08

Results of the Löwdin charge analysis, in e, for atoms 1 through 5:
1. C -0.1395
2. C -0.2011
3. C -0.1942
4. O -0.1787
5. C -0.1314